1.
The following is a DFT calculation (ωB97M-V/def2-TZVPD) of 14 unconnected molecules or ions with the total composition H29O14.

Computed properties:
Net charge = +1
Multiplicity = 1
Energy relative to the best compared isomer or geometry (same formula, charge and spin) = 148.4 kcal per mole

Element x y z (Å)
O (-3.19, 1.06, 0.92)
H (-2.08, -4.35, 1.13)
O (1.08, 0.40, -4.10)
H (1.21, -2.64, -0.57)
H (0.82, 0.71, -3.25)
O (1.52, 0.19, 2.00)
H (0.27, -0.86, 1.17)
H (1.19, 1.05, 1.85)
O (0.94, -2.04, -1.37)
H (-0.14, -0.79, -3.79)
H (0.48, -1.33, -0.94)
O (0.85, 1.72, -1.68)
H (0.55, 2.63, -1.26)
H (1.83, 1.78, -1.26)
O (-1.14, 0.27, -2.29)
H (0.68, 1.46, 4.27)
H (-1.23, -1.16, 1.35)
O (1.63, 1.59, 4.14)
H (2.41, 1.35, 4.43)
H (2.10, 0.14, -4.15)
O (-1.42, -4.76, 0.69)
H (-0.71, -5.29, 1.00)
H (-1.79, -3.29, -1.56)
O (-0.01, -1.86, -3.68)
H (-3.04, 2.01, 0.82)
H (-3.25, 0.65, 0.02)
O (2.65, 1.70, -0.04)
H (-0.81, 1.15, 2.31)
H (1.87, 0.30, 2.91)
O (-0.38, -1.55, 1.03)
H (-1.61, -1.92, -1.51)
H (0.06, -2.09, -2.72)
O (0.47, 3.53, 2.30)
H (-0.79, -2.35, -3.93)
H (0.45, 4.51, 2.25)
O (-1.22, 1.14, 3.35)
H (1.33, 3.36, 2.35)
H (-2.15, 1.32, 3.44)
O (-2.14, -2.50, -2.03)
H (3.45, 2.23, -0.10)
H (-2.13, 0.19, -2.70)
H (2.71, 1.28, 0.82)
H (-1.30, 1.06, -1.59)

2.
The following is a DFT calculation (ωB97M-V/def2-TZVPD) of 2 unconnected molecules or ions with the total composition C2H6BNO.

Computed properties:
Multiplicity = 1
Energy relative to the best compared isomer or geometry (same formula, charge and spin) = 21.8 kcal per mole

Element x y z (Å)
B (1.22, 0.59, -0.33)
C (-0.57, -0.52, 0.70)
C (-0.89, -0.07, -0.74)
N (0.81, 0.07, 0.89)
O (0.30, 0.46, -1.34)
H (2.67, 1.08, -0.79)
H (-1.40, -0.20, 1.26)
H (-0.25, -1.54, 0.73)
H (-1.30, -0.93, -1.28)
H (-1.77, 0.69, -0.87)
H (1.19, 0.37, 1.79)

Please write out number 1 again, unchanged.
The following is a DFT calculation (ωB97M-V/def2-TZVPD) of 14 unconnected molecules or ions with the total composition H29O14.

Computed properties:
Net charge = +1
Multiplicity = 1
Energy relative to the best compared isomer or geometry (same formula, charge and spin) = 148.4 kcal per mole

Element x y z (Å)
O (-3.19, 1.06, 0.92)
H (-2.08, -4.35, 1.13)
O (1.08, 0.40, -4.10)
H (1.21, -2.64, -0.57)
H (0.82, 0.71, -3.25)
O (1.52, 0.19, 2.00)
H (0.27, -0.86, 1.17)
H (1.19, 1.05, 1.85)
O (0.94, -2.04, -1.37)
H (-0.14, -0.79, -3.79)
H (0.48, -1.33, -0.94)
O (0.85, 1.72, -1.68)
H (0.55, 2.63, -1.26)
H (1.83, 1.78, -1.26)
O (-1.14, 0.27, -2.29)
H (0.68, 1.46, 4.27)
H (-1.23, -1.16, 1.35)
O (1.63, 1.59, 4.14)
H (2.41, 1.35, 4.43)
H (2.10, 0.14, -4.15)
O (-1.42, -4.76, 0.69)
H (-0.71, -5.29, 1.00)
H (-1.79, -3.29, -1.56)
O (-0.01, -1.86, -3.68)
H (-3.04, 2.01, 0.82)
H (-3.25, 0.65, 0.02)
O (2.65, 1.70, -0.04)
H (-0.81, 1.15, 2.31)
H (1.87, 0.30, 2.91)
O (-0.38, -1.55, 1.03)
H (-1.61, -1.92, -1.51)
H (0.06, -2.09, -2.72)
O (0.47, 3.53, 2.30)
H (-0.79, -2.35, -3.93)
H (0.45, 4.51, 2.25)
O (-1.22, 1.14, 3.35)
H (1.33, 3.36, 2.35)
H (-2.15, 1.32, 3.44)
O (-2.14, -2.50, -2.03)
H (3.45, 2.23, -0.10)
H (-2.13, 0.19, -2.70)
H (2.71, 1.28, 0.82)
H (-1.30, 1.06, -1.59)